No. 1
# C39H33F5MgN3OPSSeSi

A structure of composition C39H33F5MgN3OPSSeSi at a distorted geometry (ωB97M-V/def2-TZVPD, the Open Molecules 2025 dataset).

Atoms and positions in Å:
F -4.816 0.084 2.705
H -3.805 -2.206 1.065
C -1.575 1.987 -4.397
C -2.234 -1.632 -0.270
C -0.691 3.024 -4.151
C 0.166 -4.287 4.651
F -6.106 2.744 -0.993
H 4.594 0.165 -1.159
H -1.049 -4.983 3.027
H -4.939 -3.614 -0.616
C 1.061 -2.079 4.445
C -0.475 -4.152 3.408
C 1.394 2.714 1.849
C -1.715 -1.739 -1.552
C 1.918 3.958 1.467
H -2.390 2.125 -5.091
C -0.169 3.919 3.281
C -4.035 -3.084 -0.879
C 4.747 2.516 1.151
C 1.445 5.135 2.014
Si 3.468 1.120 0.863
H -1.689 -1.043 0.457
C 3.610 0.592 -0.980
H 1.318 -0.701 -4.452
C 1.705 -4.291 -3.089
H 4.969 -0.840 1.403
H 3.495 1.425 -1.667
C 0.369 -1.930 3.196
H 3.297 -1.231 1.751
H 0.492 -3.626 -1.447
C 0.419 5.127 2.949
C 0.505 1.659 -2.592
C 0.941 -3.280 5.164
H 5.741 2.096 1.269
C 0.298 2.741 2.729
H 2.684 3.990 0.706
H -0.994 3.890 3.980
H 0.062 6.049 3.384
N 1.866 1.493 1.424
H 1.813 -5.296 -2.707
C -0.383 -2.994 2.680
C 1.434 -1.705 -4.068
C -4.504 0.873 1.665
H 2.886 -4.656 -4.835
C 4.048 -0.443 1.820
H 1.462 -3.377 6.103
H 2.643 -2.364 -5.703
H 0.042 -5.210 5.199
H 2.879 -0.173 -1.229
N 1.755 -0.997 4.826
O 0.546 -0.661 -0.566
C 2.303 -3.932 -4.287
H 4.782 3.196 0.304
C -2.342 -2.543 -2.496
C -0.388 0.619 -2.831
Se 1.593 0.245 3.625
C 0.972 -3.358 -2.380
C 2.169 -2.643 -4.774
C -3.501 -3.216 -2.153
C 0.831 -2.065 -2.872
S -1.149 2.144 -0.154
F -3.504 3.209 -1.564
H -1.924 -2.645 -3.488
C -2.776 1.895 0.269
C -3.817 2.455 -0.499
H 1.029 3.675 -3.042
N 0.552 -0.730 2.625
C -3.179 1.122 1.368
C 0.351 2.862 -3.252
F -6.798 1.172 1.137
C -5.148 2.225 -0.213
H 1.278 1.527 -1.847
F -2.208 0.562 2.152
C -5.507 1.425 0.874
H -3.986 -3.862 -2.870
H -0.859 -2.891 1.716
C -1.429 0.779 -3.738
H -0.822 3.971 -4.650
H 4.525 3.099 2.041
P -0.143 -0.899 -1.870
H 4.233 -0.242 2.876
H -0.222 1.817 2.955
C -3.402 -2.292 0.066
Mg 0.221 0.435 0.983
H -2.136 -0.020 -3.914
H 1.896 6.072 1.712

Computed properties:
Highest occupied orbital energy in eV: -7.06
Total energy in eV: -159880.921
Total charge: 0
Kohn-Sham gap in eV: 6.2
ΔE to the lowest compared entry with this formula, charge and spin in kcal per mole: 9.0



No. 2
# C39H33I2N7O5Tl

A structure of composition C39H33I2N7O5Tl at a distorted geometry (ωB97M-V/def2-TZVPD, the Open Molecules 2025 dataset).

Atoms and positions in Å:
O 2.076 -0.300 1.355
C -0.816 3.058 3.516
C 0.927 -2.348 -1.911
C 1.268 1.493 2.702
H -1.674 3.641 3.807
I 3.160 3.656 6.054
C 0.600 3.683 -2.083
O -2.257 -0.402 -0.729
C -5.400 0.034 4.759
C 1.137 -3.247 1.685
C 3.525 0.702 2.894
N 0.514 -2.828 0.445
H -0.513 -0.741 -5.107
H -0.454 -4.679 0.056
H -6.428 -1.392 0.538
C -0.896 2.221 2.397
N -0.671 2.246 -0.644
C -4.080 2.071 6.158
C -5.046 1.231 4.118
C 3.767 1.588 3.925
O -2.821 2.824 -0.191
Tl 0.047 -0.020 0.041
C -0.512 4.414 -2.279
C -0.104 -1.192 -4.215
C -3.702 -1.164 2.541
C -4.426 0.889 6.802
C -1.769 3.000 -0.778
C -2.848 4.940 -1.826
C -3.025 2.956 8.088
H -3.891 -1.905 4.559
H 2.370 -2.424 -0.356
H -1.389 -3.499 0.998
H -4.189 0.730 7.843
H -3.874 2.841 8.773
C -4.413 2.235 4.814
H -4.749 -0.945 -1.209
N -1.430 -0.811 1.840
H -1.156 -3.240 -0.734
H 1.361 -4.038 -3.154
H -1.795 2.162 1.800
H -3.499 4.539 -2.608
H -1.482 -1.696 5.056
C 2.746 2.378 4.401
C 0.522 2.536 -1.208
C 1.466 -2.964 -0.651
H -0.599 0.475 -2.966
H -5.380 -1.011 6.629
N 0.113 1.470 2.032
H 1.962 -2.574 1.904
C -5.390 -1.247 0.801
C -0.141 -0.501 -3.013
C -4.461 -0.982 -0.169
N -1.673 4.122 -1.653
C -5.080 -1.237 2.170
H 1.724 -4.027 -0.822
N -6.230 -0.901 4.170
C -3.213 -1.522 3.811
H -5.310 1.372 3.079
I 5.021 -0.621 2.215
H -3.400 4.930 -0.886
O 1.505 1.815 -0.969
C 0.440 -2.461 -4.267
C -3.105 -0.707 0.142
C -0.682 -3.605 0.176
H -2.474 3.859 8.349
H 0.467 -3.005 -5.201
C 0.355 3.118 4.223
H -2.563 5.958 -2.087
C 1.470 2.356 3.817
H -0.528 5.276 -2.934
C -1.870 -1.434 4.082
H 0.425 3.744 5.103
C -5.097 -0.103 6.116
H 0.058 -0.941 3.235
H -4.160 3.162 4.323
C 0.385 -1.070 -1.869
H 4.754 1.653 4.358
N -6.147 -1.350 3.009
C -1.005 -1.034 3.063
H 1.534 3.906 -2.565
C -2.731 -0.875 1.546
H 0.412 -3.199 2.497
C 2.289 0.571 2.243
H 1.520 -4.279 1.622
C 0.949 -3.039 -3.117
O -3.443 3.128 6.761
H -2.365 2.087 8.191

Computed properties:
Highest occupied orbital energy in eV: -4.46
Total energy in eV: -82543.069
Total charge: -1
Kohn-Sham gap in eV: 6.4